# 1
# C9H9BCl4F3NO

2 unconnected molecules or ions with the total composition C9H9BCl4F3NO at a distorted geometry (the ωB97M-V functional and the def2-TZVPD basis, OMol25).

XYZ file:
```
28
Properties=species:S:1:pos:R:3:forces:R:3:mulliken_charge:R:1
Cl 3.915 2.123 -1.079 -0.31 -0.39 -0.14 -0.289
B 3.115 0.492 -1.356 1.67 -0.39 0.19 0.774
Cl 3.467 -0.253 -3.025 -0.28 0.27 0.41 -0.292
Cl 3.655 -0.742 -0.010 -0.22 0.23 -0.48 -0.313
O 1.645 0.715 -1.239 -2.31 -1.43 0.15 -0.474
C 0.784 -0.239 -1.185 0.97 1.36 -1.42 -0.667
C -0.615 0.035 -1.371 -0.47 0.25 0.23 0.894
C -1.511 -1.047 -1.548 0.28 0.35 0.25 -0.356
C -2.874 -0.820 -1.674 -0.07 0.28 -0.03 -0.746
C -3.361 0.498 -1.630 0.95 -0.21 0.10 0.471
Cl -5.046 0.790 -1.743 0.02 -0.02 -0.01 -0.165
C -2.478 1.587 -1.493 0.09 -0.17 -0.04 -0.759
C -1.114 1.364 -1.384 -0.11 -0.45 0.03 -0.210
H 1.124 -1.281 -1.181 0.17 0.23 0.31 0.365
H -1.098 -2.055 -1.585 -0.25 0.14 0.07 0.407
H -3.578 -1.641 -1.795 0.21 0.16 0.00 0.412
H -2.875 2.598 -1.470 0.06 -0.19 -0.04 0.407
H -0.413 2.193 -1.307 -0.19 -0.14 0.06 0.506
F 0.016 -2.077 3.954 0.67 1.04 -0.31 -0.264
C 0.730 -0.962 3.592 0.42 0.16 0.68 0.788
F 0.542 -0.019 4.564 0.28 -0.99 -0.67 -0.261
F 2.055 -1.300 3.578 -1.13 0.18 0.23 -0.253
C 0.295 -0.445 2.234 -0.20 -0.42 -0.04 -0.356
N 1.179 0.559 1.722 0.36 0.33 0.23 -0.471
H 0.274 -1.345 1.597 -0.47 -0.01 0.12 0.226
H -0.705 -0.022 2.402 0.15 -0.30 -0.31 0.283
H 2.091 0.180 1.455 -0.42 0.27 0.04 0.094
H 0.781 1.114 0.974 0.12 -0.13 0.38 0.248
```
Forces are in eV/Å.

Molar mass: 356.8 Da
Total charge: 0
E_tot: -2643.71454 a.u.
E_LUMO: -2.642 eV
Largest force on an atom: 2.72 eV/Å



# 2
# C9H9BClF3I2N2O3

A molecular structure, C9H9BClF3I2N2O3 at a distorted geometry (the ωB97M-V functional and the def2-TZVPD basis, OMol25).

XYZ file:
```
30
Properties=species:S:1:pos:R:3:forces:R:3:mulliken_charge:R:1
C 4.664 -0.431 0.609 -0.35 -0.15 -0.61 -1.010
B 3.187 -0.955 0.468 0.45 0.45 0.02 0.494
O 2.161 -0.297 1.066 -0.06 0.14 -0.69 -0.476
C 2.906 -2.284 -0.404 -0.63 -0.65 0.66 -0.484
I 3.270 -1.856 -2.466 0.24 0.62 -0.02 0.284
C 3.890 -3.270 0.026 0.11 -0.27 -0.19 0.145
N 4.642 -4.060 0.387 0.01 0.13 0.01 -0.438
C 1.485 -2.936 -0.234 0.35 0.09 -0.46 0.182
Cl 0.187 -1.786 -0.578 -0.01 -0.03 -0.10 -0.019
I 1.266 -4.615 -1.590 -0.21 -0.31 0.32 0.292
C 1.348 -3.447 1.120 -0.02 -0.38 0.42 0.072
N 1.306 -3.917 2.170 -0.05 0.32 -0.31 -0.401
H 5.010 -0.547 1.635 0.04 0.07 0.05 0.322
H 4.681 0.625 0.330 0.14 0.11 0.19 0.383
H 5.347 -0.948 -0.063 0.15 -0.01 0.11 0.342
H 2.392 0.638 1.156 -0.05 -0.22 0.56 0.296
C -2.135 0.513 -0.017 -0.33 0.09 -0.13 -0.808
C -2.100 1.998 0.268 0.34 -0.18 0.18 -0.309
O -3.062 2.717 -0.530 -0.06 0.06 -0.03 -0.347
C -4.315 2.682 -0.102 0.17 -0.06 0.09 0.317
O -4.730 2.128 0.872 -0.05 0.03 -0.04 -0.506
C -5.203 3.521 -1.043 -0.07 -0.03 -0.04 0.922
F -4.949 3.237 -2.325 -0.04 0.04 0.04 -0.247
F -4.964 4.825 -0.845 -0.02 -0.02 -0.03 -0.253
F -6.487 3.284 -0.802 0.04 0.04 -0.02 -0.236
H -1.989 0.328 -1.083 0.10 0.00 0.02 0.310
H -1.352 0.014 0.546 0.05 0.02 0.07 0.213
H -3.092 0.080 0.269 0.01 0.01 0.07 0.315
H -1.136 2.419 -0.006 -0.07 0.09 -0.11 0.306
H -2.271 2.208 1.323 -0.16 0.01 -0.02 0.337
```
Forces are in eV/Å.

Molar mass: 550.2 Da
Total charge: 0
E_tot: -2063.64556 a.u.
E_LUMO: -1.232 eV
Largest force on an atom: 1.12 eV/Å



# 3
# C9H9Br2N3

C9H9Br2N3 in the gas phase at a distorted geometry (the ωB97M-V functional and the def2-TZVPD basis, OMol25).

XYZ file:
```
23
Properties=species:S:1:pos:R:3:forces:R:3:mulliken_charge:R:1
C 1.513 0.603 3.423 -0.58 -0.26 -1.52 -0.783
C 1.378 -0.049 2.204 -1.69 1.50 1.15 0.712
C 0.644 1.708 3.301 -0.61 0.82 -0.88 0.097
C -1.354 -0.129 -2.320 2.29 -2.72 -2.83 -0.171
C -0.181 -0.703 -1.916 -1.77 1.94 0.45 -0.456
C 0.002 0.409 0.219 -2.95 1.20 -5.90 0.680
C -2.196 0.749 -1.603 -0.84 5.46 0.14 -0.561
C -1.469 1.772 -0.716 2.83 -3.25 -0.40 -0.537
C 1.970 -1.255 1.722 3.07 -2.11 -1.51 -0.994
N 0.019 1.757 2.144 -0.41 0.52 0.35 -1.102
N 0.354 -0.483 -0.624 0.24 0.41 1.71 -0.430
N 0.419 0.670 1.460 2.02 -0.90 2.29 0.639
Br 0.330 3.219 4.393 0.25 -0.56 0.17 -0.127
Br -0.562 3.093 -1.795 -0.25 -0.31 0.80 -0.116
H 2.098 0.271 4.246 0.34 0.04 0.34 0.457
H -1.742 -0.421 -3.320 0.59 0.09 0.65 0.293
H 0.415 -1.325 -2.578 -0.19 0.01 0.29 0.410
H -3.009 1.407 -2.167 1.87 -1.52 0.29 0.296
H -2.792 0.242 -0.967 -2.09 -2.09 2.42 0.324
H -2.017 2.078 0.117 -0.55 1.12 1.03 0.543
H 1.464 -2.231 1.981 0.28 1.19 -0.23 0.206
H 2.067 -1.194 0.569 -0.06 -0.35 2.03 0.288
H 3.041 -1.287 2.180 -1.78 -0.24 -0.84 0.332
```
Forces are in eV/Å.

Molar mass: 319.0 Da
Energy above the lowest of the compared OMol25 structures with the same formula, charge and spin: 1.8554 eV
Total charge: 0
E_tot: -5660.48969 a.u.
E_LUMO: 0.132 eV
Largest force on an atom: 6.70 eV/Å



# 4
# C9H9BrCoF3N3O5S2

A molecular structure, C9H9BrCoF3N3O5S2 (the ωB97M-V functional and the def2-TZVPD basis, OMol25).

XYZ file:
```
33
Properties=species:S:1:pos:R:3:forces:R:3:lowdin_spin:R:1
Co -0.378 -1.435 0.223 0.20 0.82 -0.03 3.063
N 1.643 -1.895 -0.084 0.15 0.23 -0.06 0.083
N 2.277 -2.484 1.014 0.02 0.04 0.04 0.009
C 1.571 -2.786 2.108 -0.11 -0.04 0.06 0.025
N 2.211 -3.261 3.164 0.02 -0.02 -0.06 0.013
S -0.132 -2.598 2.172 -0.07 -0.18 -0.01 0.160
H 1.824 -2.437 -0.926 -0.07 0.03 -0.02 0.004
H 1.950 -0.899 -0.204 0.01 -0.15 0.00 0.002
H 3.286 -2.541 1.003 0.00 0.03 0.01 0.002
H 3.208 -3.413 3.176 0.00 0.00 0.00 0.001
H 1.687 -3.513 3.986 -0.01 0.01 0.00 0.002
Br -1.450 6.941 -0.274 -0.01 0.04 0.00 0.001
C -0.819 5.177 -0.134 0.00 -0.01 0.00 0.002
C 0.525 4.915 -0.371 0.01 -0.01 -0.01 0.001
C 0.986 3.617 -0.275 0.00 -0.01 0.00 0.003
C 0.107 2.591 0.070 -0.05 -0.03 0.07 0.010
C -1.239 2.868 0.309 0.01 0.03 0.02 0.004
C -1.708 4.165 0.202 0.04 -0.03 0.00 0.000
C 0.621 1.217 0.149 0.03 -0.07 -0.17 0.026
O 1.746 0.878 -0.174 -0.05 -0.13 0.12 0.023
O -0.272 0.308 0.600 0.05 -0.11 0.03 0.334
H 1.196 5.721 -0.631 0.00 0.00 0.00 0.000
H 2.026 3.389 -0.464 0.00 -0.01 0.00 0.000
H -1.919 2.072 0.575 0.00 -0.01 0.00 0.001
H -2.749 4.392 0.378 0.00 0.00 0.00 0.000
F -3.368 -3.897 -2.085 0.02 -0.01 0.01 0.000
C -2.122 -3.486 -2.203 -0.06 0.00 -0.11 0.001
F -1.689 -3.666 -3.437 -0.01 -0.01 0.03 0.001
F -1.340 -4.169 -1.356 -0.03 0.07 -0.03 0.000
S -2.009 -1.695 -1.774 0.03 -0.16 0.39 0.009
O -0.530 -1.450 -1.803 -0.05 -0.14 -0.03 0.106
O -2.837 -0.947 -2.634 0.01 -0.02 -0.03 0.017
O -2.300 -1.681 -0.302 -0.08 -0.16 -0.22 0.097
```
Forces are in eV/Å.

Molar mass: 499.2 Da
Total charge: +1
E_tot: -5941.37795 a.u.
2S+1: 5
E_LUMO (alpha / beta): -3.132 / -6.270 eV
Largest force on an atom: 0.84 eV/Å



# 5
# C9H9BrN4S

C9H9BrN4S in the gas phase at a distorted geometry (the ωB97M-V functional and the def2-TZVPD basis, OMol25).

XYZ file:
```
24
Properties=species:S:1:pos:R:3:forces:R:3:mulliken_charge:R:1
Br -1.940 1.438 -1.796 -0.29 -0.25 0.54 -0.155
N 0.621 -1.671 -1.491 0.13 0.67 0.18 -0.792
N 1.149 0.794 0.783 0.01 0.40 -1.50 -0.564
S 2.494 0.289 -2.159 0.22 0.32 -0.27 -0.214
C 1.367 -1.092 -2.362 -1.37 -0.66 2.50 0.562
C 0.152 0.374 1.515 -0.13 -0.38 1.55 0.772
C 0.176 -0.133 2.894 -2.33 0.43 -1.11 -0.884
C -1.034 -0.460 3.486 -0.09 1.04 -1.79 -0.209
C -2.295 -0.323 2.740 1.43 0.67 -1.92 -0.679
C -2.285 0.149 1.414 1.52 -0.67 3.00 -0.134
C -0.785 1.057 -0.377 1.01 0.14 -0.28 -0.283
C 0.578 1.200 -0.430 0.17 0.01 0.87 0.248
N 1.335 -1.712 -3.544 0.75 0.04 -1.89 -0.453
N -1.068 0.524 0.862 -1.04 -0.45 0.14 0.223
C 1.397 1.657 -1.609 -0.78 -0.47 0.48 -0.634
H 0.610 -1.258 -0.574 0.31 0.28 0.20 0.352
H 1.102 -0.129 3.421 0.50 -0.12 0.17 0.450
H -1.102 -0.686 4.531 0.13 -0.37 0.30 0.411
H -3.230 -0.578 3.209 -0.10 -0.04 -0.03 0.385
H -3.126 0.304 0.798 -0.90 0.05 -0.47 0.364
H 2.118 -1.554 -4.138 0.30 -0.03 -0.61 0.250
H 1.009 -2.658 -3.445 -0.04 -0.15 -0.23 0.264
H 0.748 1.963 -2.449 0.37 -0.10 0.52 0.402
H 2.008 2.506 -1.280 0.23 -0.36 -0.35 0.317
```
Forces are in eV/Å.

Molar mass: 285.2 Da
Energy above the lowest of the compared OMol25 structures with the same formula, charge and spin: 0.0000 eV
Total charge: 0
E_tot: -3539.57022 a.u.
Structure (SMILES): [H]/N=C(/N)SCc1nc2ccccn2c1Br
E_LUMO: 0.372 eV
Largest force on an atom: 3.43 eV/Å



Question: Which of these has the highest molar mass?
Answer: C9H9BClF3I2N2O3